[1]
Molecular formula: C26H52F6O13
Method: DFT, ωB97M-V/def2-TZVPD

Last column: Löwdin charge in e.
CARTESIAN COORDINATES (ANGSTROEM)
F: -16.95105 2.28563 22.38433  0.136
F: -0.01494 -2.33748 23.14537  0.204
F: -17.57776 0.30253 21.55308  0.135
F: 1.62776 -2.25888 24.41193  0.189
F: 2.01138 -2.43400 22.31726  0.201
F: -18.67864 2.19071 21.04639  0.209
O: 0.44034 -4.83865 24.24791  0.145
O: 2.15235 -4.96309 22.68849  0.009
O: -5.11529 -5.53868 20.24847  -0.194
O: -8.75310 -4.11234 24.46552  -0.170
O: -18.69339 0.02310 23.69702  -0.004
O: -14.33345 9.17920 17.14178  -0.188
O: -8.82057 1.05503 18.33834  -0.109
O: -7.34652 1.63331 20.74998  -0.221
O: -14.49601 13.95227 20.22324  -0.170
O: -14.08183 10.85790 19.83113  -0.150
O: -19.80357 2.04367 23.58489  0.126
O: -11.61358 1.41999 17.63867  -0.203
O: -6.23264 -4.97397 23.15755  -0.210
C: -7.46969 -3.52056 24.68100  -0.176
C: -14.82662 9.71290 19.45599  -0.223
C: -18.01960 1.53376 21.95800  -0.508
C: -14.22604 12.95742 21.19831  -0.204
C: -15.36029 9.70084 18.04673  -0.172
C: -19.42546 -0.46085 24.82343  -0.172
C: 1.24210 -7.10640 22.05379  -0.064
C: -8.96396 -4.52963 23.13245  -0.114
C: -5.33164 -6.36064 21.35040  -0.206
C: -5.01567 -6.26247 18.98084  -0.070
C: -20.80156 -0.97338 24.27340  -0.051
C: -12.67019 1.98141 16.79234  -0.082
C: -18.94451 1.24798 23.18237  -0.329
C: -10.91939 2.42599 18.41934  -0.165
C: -5.06677 -5.60904 22.71544  -0.146
C: -7.96453 0.15746 18.95207  -0.198
C: -6.85501 0.71554 19.84211  -0.241
C: -13.85271 10.08311 16.16343  -0.112
C: -14.89519 11.68194 20.76237  -0.150
C: -6.31883 2.21035 21.65805  -0.028
C: 2.29838 -6.36898 22.86220  -0.217
C: 1.20845 -2.77591 23.28866  -0.637
C: 1.27577 -4.31977 23.52431  -0.314
C: -9.80670 1.62862 19.12689  -0.219
C: -6.28698 -4.49534 24.47062  -0.194
C: -14.03683 15.21668 20.59968  -0.134
H: -13.33032 10.96049 16.54477  0.086
H: -5.57231 2.66726 21.00841  0.083
H: -6.35888 -6.70203 21.22267  0.121
H: -10.50686 3.24641 17.83212  0.125
H: -13.17221 12.76326 21.39792  0.133
H: -7.22841 -2.70442 23.99998  0.119
H: -6.52590 -0.16515 20.39363  0.119
H: 0.28668 -7.25911 22.55574  0.079
H: -6.00319 1.08617 19.27193  0.123
H: -15.06355 10.99603 21.59259  0.120
H: -6.52538 -5.41210 25.00990  0.128
H: -14.71083 13.27567 22.12123  0.124
H: -6.86425 3.00245 22.17107  0.087
H: -11.54376 2.73074 19.25923  0.121
H: -14.02918 8.97295 19.52434  0.132
H: -7.45664 -3.18206 25.71702  0.125
H: -5.99603 -6.65008 18.70382  0.083
H: -4.77649 -6.22715 23.56502  0.123
H: -19.54725 0.29421 25.60005  0.119
H: -18.86541 -1.27440 25.28450  0.122
H: -4.66528 -5.64730 18.15204  0.083
H: -16.26758 9.09692 18.03237  0.118
H: -14.31713 15.94579 19.83946  0.086
H: -8.42076 -5.44130 22.88363  0.079
H: -21.27603 -0.41905 23.46364  0.077
H: -12.24229 2.63295 16.03044  0.080
H: -15.62604 9.54329 20.17728  0.116
H: 2.42191 -6.68761 23.89725  0.129
H: -5.96882 1.38102 22.27270  0.086
H: -12.94915 15.26915 20.64763  0.088
H: 1.69603 -7.97425 21.57538  0.075
H: -14.74157 10.45203 15.65164  0.079
H: -13.24697 9.50634 15.46449  0.087
H: -4.35837 -4.81386 22.48316  0.126
H: -8.60199 -0.54243 19.49235  0.124
H: -13.28867 1.20396 16.34387  0.080
H: 1.01504 -6.56951 21.13277  0.081
H: -9.28928 2.21636 19.88513  0.111
H: -7.47605 -0.42579 18.17148  0.128
H: -10.27773 0.85576 19.73427  0.125
H: -8.78685 -3.75024 22.39132  0.090
H: -13.31888 2.56688 17.44390  0.076
H: -15.82031 11.90098 20.22919  0.128
H: -15.75806 10.69293 17.83309  0.124
H: -21.51726 -1.18553 25.06767  0.073
H: -14.47106 15.64777 21.50173  0.085
H: -4.75319 -7.28277 21.29411  0.111
H: -10.04027 -4.69229 23.07594  0.086
H: 3.24976 -6.64520 22.40758  0.119
H: -20.63259 -1.96914 23.86351  0.068
H: -5.30229 -4.10935 24.73422  0.127
H: -4.29286 -7.07184 19.08372  0.079

energy relative to the best compared isomer or geometry (same formula, charge and spin)	308.3	kJ/mol
lowest unoccupied orbital energy	0.5	eV
calculated total energy	-70719.912	eV
SMILES	CCOC(=O)C(F)(F)F.CCOC(=O)C(F)(F)F.COCCOCCOC.COCCOCCOC.COCCOCCOC
total charge	0
spin multiplicity	1
gap between HOMO and LUMO	9.556	eV



[2]
Molecular formula: C26H52O52S13
Method: DFT, ωB97M-V/def2-TZVPD

Last column: Löwdin charge in e.
CARTESIAN COORDINATES (ANGSTROEM)
S: 24.06869 8.51837 -13.92184  0.776
S: 20.13784 5.03324 -16.67261  0.690
S: 13.23852 9.82810 -6.53745  0.799
S: 16.87406 4.82789 -6.12905  0.775
S: 17.20661 10.38504 -15.50733  0.797
S: 17.83907 -0.63773 -12.91733  0.797
S: 23.83673 3.66309 -12.40880  0.784
S: 11.47527 1.78908 -13.80665  0.762
S: 12.90946 9.29201 -10.36101  0.749
S: 13.38719 -4.02216 -12.54065  0.762
S: 17.11423 6.28240 -12.93010  0.782
S: 13.77474 2.11175 -8.88494  0.707
S: 19.49999 -0.98391 -8.37194  0.737
O: 12.27364 3.18520 -13.22466  -0.214
O: 21.27973 4.77199 -17.52177  -0.222
O: 22.99548 7.24764 -14.16743  -0.194
O: 12.36993 -2.97257 -11.82127  -0.195
O: 18.04337 5.91486 -6.43773  -0.198
O: 13.17460 3.46030 -9.58185  -0.266
O: 23.50251 8.75009 -12.36794  -0.211
O: 22.84430 2.86585 -13.55616  -0.248
O: 18.01126 -2.05646 -12.70222  -0.210
O: 25.40628 7.99837 -13.93019  -0.222
O: 23.32584 5.01343 -12.26314  -0.245
O: 20.74236 -2.12180 -8.27255  -0.175
O: 18.78028 -0.86882 -7.11119  -0.232
O: 20.47263 5.62755 -15.39685  -0.219
O: 14.69004 -2.97283 -12.48375  -0.189
O: 10.10361 2.68944 -14.09819  -0.190
O: 12.87421 8.06536 -9.57359  -0.274
O: 18.95307 5.78822 -17.47851  -0.188
O: 17.86058 7.50504 -12.61190  -0.260
O: 15.92105 6.14548 -5.78224  -0.193
O: 11.32974 0.80599 -12.75738  -0.230
O: 12.95571 2.53878 -7.52143  -0.209
O: 12.16287 1.38052 -15.00999  -0.237
O: 18.70527 -1.82161 -9.49504  -0.173
O: 17.28299 4.09285 -4.94000  -0.216
O: 17.66687 4.94795 -12.15633  -0.219
O: 13.22030 0.91431 -9.53124  -0.235
O: 12.54233 9.02991 -11.99478  -0.218
O: 16.40701 4.15431 -7.35063  -0.258
O: 20.15352 0.23254 -8.84883  -0.253
O: 14.46356 9.61855 -7.31481  -0.248
O: 14.49909 9.57181 -10.74250  -0.178
O: 15.18931 2.32947 -8.77867  -0.238
O: 16.62838 -0.26258 -14.01373  -0.239
O: 23.63809 9.69059 -14.76682  -0.288
O: 17.13923 10.26181 -17.00167  -0.268
O: 12.96159 8.55861 -5.43591  -0.230
O: 25.24178 3.41371 -12.55161  -0.205
O: 15.69081 6.26764 -11.96622  -0.233
O: 13.49463 10.91593 -5.26066  -0.245
O: 12.17835 10.41473 -9.78531  -0.243
O: 19.17586 3.72369 -16.50134  -0.220
O: 16.83857 11.97916 -15.02875  -0.229
O: 11.92270 10.16154 -7.17796  -0.267
O: 16.46288 9.47429 -14.64323  -0.255
O: 13.07795 -4.23776 -13.95156  -0.252
O: 18.98526 -0.01193 -14.03027  -0.215
O: 13.47544 -5.23566 -11.67647  -0.268
O: 23.08284 2.69846 -11.21183  -0.219
O: 16.89319 5.93846 -14.38235  -0.271
O: 17.80703 0.39544 -11.82205  -0.264
O: 18.82411 10.52236 -15.04430  -0.219
C: 22.17705 8.18668 -12.19997  -0.155
C: 20.50192 -3.23546 -9.02857  -0.222
C: 18.42667 3.47569 -17.62664  -0.219
C: 19.58466 -2.68330 -10.10956  -0.241
C: 13.14530 3.93518 -7.22751  -0.138
C: 14.20317 -1.69652 -12.32879  -0.227
C: 13.68917 8.73383 -12.81320  -0.148
C: 12.80351 4.52187 -8.58330  -0.097
C: 16.89112 0.79618 -14.86327  -0.150
C: 18.34762 0.27923 -15.24825  -0.193
C: 11.55628 4.34392 -13.41474  -0.187
C: 19.26444 11.88660 -15.25803  -0.159
C: 17.91720 7.16125 -5.91142  -0.222
C: 14.73652 9.58077 -12.10172  -0.231
C: 18.08017 4.85261 -18.18940  -0.122
C: 13.01089 -1.81788 -11.35242  -0.168
C: 10.07331 3.82390 -13.34861  -0.209
C: 18.07469 12.73981 -14.77873  -0.141
C: 16.97626 4.48613 -11.01887  -0.159
C: 12.50083 10.65998 -4.22369  -0.141
C: 16.47972 7.37291 -5.95188  -0.245
C: 12.52509 9.08915 -4.13242  -0.137
C: 21.52414 2.48575 -13.12207  -0.125
C: 21.82726 7.57378 -13.52697  -0.279
C: 21.78159 2.20850 -11.55918  -0.161
C: 15.86159 5.53506 -10.74458  -0.137
H: 9.65828 3.60309 -12.36520  0.133
H: 20.27805 12.09673 -14.91669  0.139
H: 18.47922 -0.52657 -15.97037  0.132
H: 14.97155 4.93687 -10.54938  0.114
H: 11.58544 11.09042 -4.62975  0.118
H: 11.75195 4.67902 -8.82329  0.131
H: 16.15307 7.67319 -6.94748  0.130
H: 20.08695 -2.26834 -10.98341  0.130
H: 21.44987 -3.62838 -9.39615  0.140
H: 16.25291 0.87446 -15.74342  0.139
H: 17.56144 2.84633 -17.41831  0.136
H: 20.00166 -4.10796 -8.60836  0.130
H: 13.30173 -1.89658 -10.30489  0.135
H: 21.75941 1.14151 -11.33754  0.114
H: 14.85777 10.52530 -12.63207  0.131
H: 11.80720 5.05358 -12.62637  0.131
H: 11.52635 8.78925 -3.81514  0.120
H: 13.37487 5.36635 -8.96867  0.106
H: 19.41180 12.01771 -16.33003  0.121
H: 12.52668 4.32670 -6.41997  0.147
H: 13.42441 9.17624 -13.77355  0.134
H: 21.42976 8.96605 -12.05081  0.129
H: 22.29615 7.48246 -11.37657  0.127
H: 9.35275 4.50182 -13.80612  0.136
H: 13.17832 8.69732 -3.35277  0.121
H: 20.92473 3.39148 -13.21409  0.113
H: 14.94442 -0.95243 -12.03728  0.122
H: 18.37836 7.05710 -4.92930  0.144
H: 16.98275 1.72363 -14.29800  0.131
H: 17.05953 5.10553 -17.90234  0.130
H: 16.30181 6.19330 -9.99557  0.133
H: 21.30133 8.29363 -14.15412  0.126
H: 16.56142 3.50967 -11.26892  0.125
H: 12.29358 -1.03266 -11.59114  0.106
H: 21.20688 1.57328 -13.62690  0.117
H: 18.10908 13.05070 -13.73458  0.125
H: 18.83108 1.10781 -15.76574  0.106
H: 13.82991 7.65886 -12.92607  0.114
H: 15.70602 9.08584 -12.15848  0.105
H: 17.67840 4.34172 -10.19774  0.135
H: 18.14643 4.80785 -19.27646  0.133
H: 20.89548 2.58722 -11.04980  0.117
H: 13.84628 -1.34708 -13.29762  0.129
H: 12.82974 11.26553 -3.37916  0.132
H: 16.19306 8.07185 -5.16611  0.147
H: 19.17045 3.06835 -18.31143  0.128
H: 14.21890 4.04209 -7.07238  0.085
H: 18.42041 7.89827 -6.53727  0.150
H: 17.90616 13.61925 -15.40026  0.126
H: 19.00568 -3.55935 -10.40181  0.137
H: 21.22115 6.68388 -13.35721  0.117
H: 11.83397 4.72365 -14.39800  0.131

energy relative to the best compared isomer or geometry (same formula, charge and spin)	1024.1	kJ/mol
lowest unoccupied orbital energy	-0.1	eV
calculated total energy	-275111.459	eV
total charge	0
spin multiplicity	1
gap between HOMO and LUMO	10.488	eV